No. 1
Density functional theory data (ωB97M-V/def2-TZVPD) for a structure of composition C15H43O7S6Tl in a non-equilibrium geometry.

ORCA input file:
```
! RIJCOSX wB97M-V def2-TZVPD def2/J DEFGRID3
* xyz 2 1
Tl -2.542 -4.783 -1.193
C -2.318 -0.358 0.709
C -1.340 -0.830 -0.468
C -0.046 0.099 -0.439
O -1.154 -2.238 -0.563
H -2.354 0.731 0.679
H -1.912 -0.639 1.681
H -3.299 -0.834 0.697
H -1.880 -0.407 -1.314
H 0.505 0.084 -1.379
H 0.573 -0.034 0.449
H -0.408 1.127 -0.435
C 1.447 -4.865 2.533
S 0.841 -5.530 0.917
O -0.669 -5.243 0.916
C 1.557 -4.186 -0.103
H 1.066 -3.890 2.839
H 2.536 -4.884 2.571
H 1.015 -5.550 3.263
H 2.640 -4.312 -0.110
H 1.314 -3.261 0.418
H 1.088 -4.314 -1.078
C -1.926 4.223 -3.781
S -3.445 3.197 -3.787
O -3.656 2.741 -5.189
C -2.862 1.778 -2.848
H -1.036 3.626 -3.978
H -1.837 4.755 -2.834
H -1.945 4.972 -4.573
H -3.170 1.991 -1.824
H -1.773 1.751 -2.901
H -3.243 0.796 -3.128
C 5.765 0.105 0.211
S 4.617 -1.337 -0.068
O 4.493 -1.843 1.369
C 3.187 -0.158 -0.334
H 5.727 0.833 -0.600
H 6.788 -0.270 0.252
H 5.524 0.597 1.153
H 3.189 0.530 0.511
H 2.380 -0.890 -0.357
H 3.260 0.485 -1.211
C -1.449 3.890 1.477
S -3.191 3.723 2.204
O -4.027 3.148 1.034
C -2.860 2.322 3.420
H -0.809 4.257 2.279
H -1.377 4.554 0.615
H -1.160 2.866 1.239
H -2.068 2.426 4.162
H -2.537 1.518 2.759
H -3.800 1.943 3.821
C 4.022 3.495 -4.120
S 2.596 2.362 -3.989
O 3.128 0.970 -3.679
C 2.117 3.080 -2.388
H 3.855 4.433 -3.590
H 4.355 3.539 -5.157
H 4.812 2.880 -3.688
H 1.212 2.510 -2.179
H 2.008 4.154 -2.237
H 2.877 2.955 -1.617
C -1.315 -2.983 2.902
S -3.188 -2.848 2.608
O -3.412 -3.657 1.370
C -3.461 -3.958 4.075
H -0.737 -2.517 2.103
H -0.888 -3.952 3.158
H -0.942 -2.370 3.722
H -2.691 -3.771 4.822
H -3.304 -4.981 3.733
H -4.458 -3.752 4.465
*
```

- HOMO (eV) = -13.4631

Just the Löwdin charges please, in e? Sure, here they are: 1.068, -0.014, -0.373, -0.035, -0.088, 0.056, 0.048, 0.079, 0.150, 0.079, 0.082, 0.057, -0.225, 0.916, -0.712, -0.237, 0.036, 0.070, 0.057, 0.062, 0.037, 0.051, -0.211, 0.949, -0.436, -0.243, 0.048, 0.057, 0.071, 0.044, 0.043, 0.072, -0.235, 0.894, -0.557, -0.255, 0.049, 0.053, 0.061, 0.061, 0.004, 0.024, -0.209, 0.917, -0.552, -0.208, 0.054, 0.052, 0.017, 0.066, 0.004, 0.061, -0.238, 0.851, -0.559, -0.290, 0.057, 0.056, 0.055, 0.011, 0.059, 0.055, -0.250, 0.899, -0.659, -0.206, 0.026, 0.031, 0.065, 0.055, 0.070, 0.055

No. 2
Density functional theory data (ωB97M-V/def2-TZVPD) for a structure of composition C14H16Cl7GeO4Sr in a non-equilibrium geometry.

ORCA input file:
```
! RIJCOSX wB97M-V def2-TZVPD def2/J DEFGRID3
* xyz -2 2
Sr -0.619 -0.954 -1.511
C -0.685 -2.192 2.121
O 0.670 -2.535 1.696
C 1.038 -1.957 0.607
C 2.471 -2.284 0.215
H -0.726 -1.145 2.409
H -0.934 -2.933 2.912
H -1.388 -2.439 1.369
H 3.003 -2.625 1.137
H 2.966 -1.422 -0.335
H 2.334 -3.098 -0.489
Cl -2.792 2.356 -0.201
C -4.150 1.207 -0.686
Cl -5.214 0.858 0.727
Cl -5.178 1.858 -1.992
C -3.374 -0.066 -1.238
O -2.727 -0.675 -0.309
O -3.309 -0.243 -2.446
Cl -1.541 -5.594 1.280
Ge 0.471 -6.780 1.022
Cl -0.348 -8.646 -0.191
Cl 0.601 -7.802 3.082
Cl 1.449 -1.494 -3.661
C 0.450 -2.816 -2.867
H 1.308 -3.395 -2.494
H 0.039 -3.467 -3.613
C 0.958 2.973 -2.448
C 0.906 2.284 -1.151
O 0.588 1.039 -1.079
C 1.025 3.009 0.074
C 0.772 2.338 1.373
C 0.719 3.123 2.487
C 0.888 4.517 2.473
C 1.127 5.186 1.268
C 1.310 4.439 0.131
H -0.005 2.740 -2.914
H 1.661 2.464 -3.104
H 1.212 3.999 -2.534
H 0.473 1.273 1.411
H 0.558 2.648 3.434
H 0.917 5.121 3.394
H 1.358 6.271 1.377
H 1.718 4.857 -0.734
*
```

- HOMO (alpha / beta) (eV) = -0.7165 / -2.9853

Just the Löwdin charges please, in e? Sure, here they are: 1.341, -0.055, -0.122, -0.180, -0.078, 0.092, 0.089, 0.040, 0.081, 0.095, 0.056, 0.589, -1.410, 0.535, 0.557, -0.871, -0.252, -0.049, -0.229, -0.067, -0.311, -0.274, 0.270, -0.746, -0.079, -0.076, -0.039, -0.485, -0.309, -0.155, -0.042, -0.153, -0.161, -0.150, -0.073, 0.087, 0.078, 0.048, 0.097, 0.079, 0.078, 0.094, 0.059

| no. | total energy (eV) |
| --- | --- |
| 1 | -100262.3294 |
| 2 | -167980.7543 |